19
Properties=species:S:1:pos:R:3:mulliken_charge:R:1 method="wB97M-V/def2-TZVPD" lumo_energy_ev=-5.522 total_charge=+1 de_lowest_kj_mol=199.31 orbital_gap_ev=9.225 energy_ev=-7897.9958
C -0.459 -1.334 2.290 -0.426
C -0.422 -0.099 1.554 0.370
C -0.249 -2.450 1.455 -0.634
C -1.032 1.091 -1.543 -1.209
C 1.461 0.907 -1.305 -1.607
C 0.131 1.002 -0.514 0.102
N 0.069 -0.148 0.358 0.022
H -0.666 -1.295 3.336 0.408
H -0.655 0.900 1.970 0.350
H -0.218 -2.367 0.356 0.331
H -0.215 -3.418 1.909 0.322
H -0.690 1.698 -2.336 0.393
H -1.279 0.209 -2.167 0.365
H -1.812 1.689 -0.991 0.327
H 1.394 0.162 -2.161 0.378
H 2.282 0.888 -0.615 0.427
H 1.697 1.814 -1.767 0.486
H 0.281 1.820 0.175 0.402
H 0.381 -1.071 -0.002 0.194